A structure of composition C24H32BN14Sn. Source: the Open Molecules 2025 dataset; level of theory: the ωB97M-V functional and the def2-TZVPD basis.

Geometry (Å):
1 Sn -0.0712 -1.0775 -0.0445
2 C -3.2481 1.1695 -2.0914
3 C -2.1299 1.0487 -1.2799
4 N -1.8448 -0.2402 -1.0788
5 N -2.7668 -0.9744 -1.7664
6 C -3.6181 -0.1286 -2.3777
7 B -2.6400 -2.5078 -1.6243
8 N -1.2893 -2.9678 -2.2247
9 C -1.0105 -3.8627 -3.1935
10 C 0.3510 -3.8997 -3.4001
11 C 0.8651 -2.9742 -2.5022
12 N -0.1242 -2.4088 -1.8059
13 N -2.6789 -2.8452 -0.1100
14 C -3.6413 -3.3562 0.6832
15 C -3.1774 -3.4138 1.9802
16 C -1.8962 -2.8814 1.9150
17 N -1.6022 -2.5355 0.6600
18 N -3.7604 -3.3109 -2.3603
19 C -4.1404 -4.5428 -2.1827
20 C -5.1020 -4.8618 -3.2132
21 C -5.1863 -3.6602 -3.9822
22 N -4.3971 -2.7500 -3.5060
23 H -3.7320 2.0684 -2.4300
24 H -1.5115 1.8067 -0.8229
25 H -4.4273 -0.4929 -2.9834
26 H -1.7854 -4.4094 -3.7034
27 H 0.8897 -4.5055 -4.1074
28 H 1.8893 -2.6808 -2.3336
29 H -4.6083 -3.6347 0.2986
30 H -3.7019 -3.7838 2.8437
31 H -1.1654 -2.7320 2.6943
32 H -3.7593 -5.1804 -1.3981
33 H -5.5997 -5.8082 -3.3682
34 H -5.7938 -3.4710 -4.8551
35 N 2.5295 -2.3015 5.5710
36 C 1.3062 -1.9538 5.9815
37 C 0.6158 -1.5696 4.8185
38 N 1.3927 -1.6787 3.7458
39 C 2.5816 -2.1364 4.2005
40 C 3.6939 -2.4143 3.3943
41 N 3.7204 -2.2591 2.0537
42 C 4.9313 -2.6222 1.6654
43 C 5.7110 -3.0253 2.7758
44 N 4.9172 -2.8858 3.8400
45 H 3.2590 -2.6274 6.1887
46 H 1.0029 -1.9892 7.0158
47 H -0.3989 -1.2073 4.7735
48 H 5.2511 -2.6009 0.6362
49 H 6.7267 -3.3830 2.8431
50 H 5.1967 -3.1095 4.7844
51 C 2.6552 7.3386 -1.2531
52 C 1.3098 6.6469 -1.5144
53 N 1.0376 5.5924 -0.5370
54 C 0.8414 6.0377 0.8496
55 C 2.0417 5.7105 1.7434
56 C 0.9951 4.2553 -0.8955
57 C 1.3635 3.8693 -2.2953
58 N 0.6402 3.3327 -0.0533
59 H 2.8038 8.0660 -2.0495
60 H 3.4785 6.6259 -1.2812
61 H 2.6649 7.8749 -0.3067
62 H 1.2765 6.2300 -2.5130
63 H 0.4953 7.3690 -1.4068
64 H -0.0793 5.5912 1.2295
65 H 0.6810 7.1120 0.8060
66 H 2.2623 4.6440 1.7602
67 H 1.8046 6.0333 2.7559
68 H 2.9309 6.2449 1.4172
69 H 2.3512 4.2430 -2.5663
70 H 0.6442 4.2530 -3.0197
71 H 1.3704 2.7856 -2.3509
72 H 0.4084 3.7124 0.8642

Forces on atoms 1 to 2 (eV/Å):
Sn 0.0 -0.1 0.0
C 0.0 0.0 0.0

Computed properties:
Spin multiplicity: 2
<S²>: 1.830
Gap between HOMO and LUMO (alpha / beta), eV: 4.7698 / 6.5059
Highest occupied orbital energy (alpha / beta), eV: -18.0 / -18.8
Net charge: +4

Löwdin population analysis, charges in e, atoms 1 to 8: atom 1 (Sn): 1.263, atom 2 (C): 0.002, atom 3 (C): -0.115, atom 4 (N): -0.145, atom 5 (N): 0.036, atom 6 (C): -0.013, atom 7 (B): -0.621, atom 8 (N): 0.024

A structure of composition C24H32EuN10O4. Source: the Open Molecules 2025 dataset; level of theory: the ωB97M-V functional and the def2-TZVPD basis.

Geometry (Å):
1 Eu 0.6349 0.5426 1.2001
2 C -2.0396 3.8474 4.0343
3 O -1.5956 4.3156 2.7780
4 C -1.0425 3.4998 1.9750
5 O -0.8678 2.2845 2.2594
6 N -0.6667 4.0531 0.7330
7 N 0.1593 3.3039 -0.1827
8 H -2.2040 4.7160 4.6034
9 H -1.2464 3.1879 4.4238
10 H -2.9111 3.2178 3.9182
11 H -0.7795 5.0458 0.5101
12 H 1.0711 3.7813 -0.2625
13 H -0.1704 3.3064 -1.1249
14 N 3.4999 -2.4453 3.5967
15 C 3.0507 -2.0937 2.3561
16 N 1.9232 -1.4209 2.5507
17 C 1.7489 -1.3735 3.8947
18 N 2.7476 -1.9662 4.5745
19 C 0.5838 -0.8256 4.5777
20 C 0.4117 -1.0255 5.9355
21 N -0.6948 -0.5888 6.5353
22 C -1.6234 0.0238 5.8037
23 C -1.4048 0.2353 4.4405
24 N -0.3120 -0.1598 3.8280
25 H 4.3138 -3.0083 3.8297
26 H 3.5668 -2.1242 1.4377
27 H 1.2170 -1.5316 6.4620
28 H -2.5223 0.4034 6.3457
29 H -2.0503 0.8073 3.7394
30 C 1.8312 -1.9256 -3.0386
31 N 1.3555 -0.8418 -3.9096
32 C 2.2558 -0.6451 -5.0280
33 C 0.8741 0.4160 -3.1495
34 C 1.9128 1.0306 -2.3416
35 C 2.8457 1.9619 -2.8883
36 C 3.8303 2.5319 -2.1599
37 C 3.9901 2.1429 -0.8264
38 C 3.1047 1.1891 -0.3356
39 C 1.9825 0.6402 -1.0177
40 H 2.1815 -2.7403 -3.6635
41 H 0.9501 -2.1695 -2.3813
42 H 2.5271 -1.5394 -2.3793
43 H 0.4866 -1.2307 -4.3398
44 H 3.2224 -0.3287 -4.6700
45 H 1.9284 0.1161 -5.6547
46 H 2.3959 -1.5613 -5.5540
47 H 0.0572 0.0468 -2.5225
48 H 0.4980 1.0656 -3.9774
49 H 2.7064 2.3044 -3.9329
50 H 4.3668 3.3449 -2.6108
51 H 4.8364 2.5595 -0.3019
52 H 3.2153 0.8801 0.7392
53 O -4.5369 -0.1499 -2.7630
54 C -4.7151 -1.5733 -2.9049
55 N -3.5765 -2.1571 -3.5178
56 C -2.3473 -1.7712 -2.9836
57 O -1.3880 -1.5159 -3.6774
58 C -2.1775 -1.8961 -1.4650
59 C -2.5894 -3.0015 -0.8007
60 C -2.3332 -3.2092 0.5101
61 C -1.6851 -2.1766 1.1882
62 N -1.3659 -1.0692 0.5765
63 C -1.6579 -0.8861 -0.7299
64 H -5.2628 0.3341 -3.1485
65 H -5.6448 -1.7757 -3.4275
66 H -4.8051 -2.0385 -1.8797
67 H -3.6081 -2.2329 -4.4955
68 H -3.1352 -3.8023 -1.3620
69 H -2.6577 -4.1291 0.9874
70 H -1.3244 -2.3137 2.1950
71 H -1.3413 0.1080 -1.1306

Forces on atoms 1 to 2 (eV/Å):
Eu -0.4 0.1 0.3
C 0.9 -1.9 0.1

Computed properties:
Spin multiplicity: 8
<S²>: 15.760
Gap between HOMO and LUMO (alpha / beta), eV: 7.5836 / 8.2278
Highest occupied orbital energy (alpha / beta), eV: -12.3 / -12.9
Net charge: +2

Löwdin population analysis, charges in e, atoms 1 to 8: atom 1 (Eu): 1.568, atom 2 (C): 0.004, atom 3 (O): 0.038, atom 4 (C): -0.534, atom 5 (O): -0.128, atom 6 (N): 0.030, atom 7 (N): 0.034, atom 8 (H): 0.097

ΔE to the lowest compared entry with this formula, charge and spin (kcal per mole)
57.3 14.3
Max |F| (eV Å⁻¹)
0.3 3.6
DFT total energy (eV)
-52739.63219 -67813.66621